ORCA calculation (wB97M-V/def2-TZVPD) on 2 unconnected molecules or ions with the total composition CH6NO2.

Structure (XYZ):
```
10
Properties=species:S:1:pos:R:3:forces:R:3:nbo_charge:R:1
N 0.908 1.488 0.429 0.4 0.9 -0.1 -0.887
C 0.139 0.581 -0.426 0.1 -1.8 0.2 0.098
O 0.501 -0.749 -0.236 -0.5 0.9 -0.5 -0.932
H 1.079 1.013 1.311 -0.3 -0.2 -0.1 0.345
H 1.848 1.589 0.034 -0.4 -0.1 0.0 0.329
H -0.954 0.699 -0.271 0.2 0.3 0.5 0.108
H 0.275 0.882 -1.468 0.4 0.4 -0.4 0.091
H -0.752 -1.395 -0.288 -0.2 -0.8 0.6 0.496
H -1.405 -2.116 0.926 -0.3 0.0 -0.6 0.433
O -1.640 -1.992 -0.011 0.5 0.4 0.3 -1.080
```
Forces are in eV/Å.

Calculated values
Total charge = -1
Kohn-Sham gap = 0.30052 Eh
Relative energy (zero: lowest compared OMol25 entry of this formula, charge and spin) = 5.1 kcal per mole